{"formula": "C37H80N2O21", "method": "ωB97M-V/def2-TZVPD", "de_lowest_ev": 0.7317, "gap_ev": 9.004, "total_charge": 0, "symbols": ["C", "O", "C", "O", "O", "C", "H", "H", "H", "H", "H", "H", "C", "O", "C", "O", "O", "C", "H", "H", "H", "H", "H", "H", "C", "O", "C", "O", "O", "C", "H", "H", "H", "H", "H", "H", "C", "O", "C", "C", "O", "C", "C", "O", "C", "H", "H", "H", "H", "H", "H", "H", "H", "H", "H", "H", "H", "H", "H", "C", "O", "C", "C", "O", "C", "C", "O", "C", "H", "H", "H", "H", "H", "H", "H", "H", "H", "H", "H", "H", "H", "H", "C", "O", "C", "C", "O", "C", "C", "O", "C", "H", "H", "H", "H", "H", "H", "H", "H", "H", "H", "H", "H", "H", "H", "C", "O", "C", "C", "O", "C", "C", "O", "C", "H", "H", "H", "H", "H", "H", "H", "H", "H", "H", "H", "H", "H", "H", "C", "C", "N", "H", "H", "H", "C", "C", "N", "H", "H", "H"], "coordinates": [[0.46, 7.04, 3.73], [0.11, 5.78, 4.33], [-0.61, 4.93, 3.62], [-0.95, 5.06, 2.44], [-0.87, 3.83, 4.39], [-1.82, 2.80, 4.08], [-0.43, 7.39, 3.21], [1.21, 7.08, 2.94], [0.75, 7.76, 4.50], [-2.83, 3.14, 3.84], [-1.87, 2.11, 4.93], [-1.40, 2.23, 3.25], [-2.41, 2.96, -0.18], [-3.08, 2.08, -1.10], [-2.66, 1.98, -2.35], [-1.80, 2.68, -2.93], [-3.40, 1.01, -2.86], [-3.10, 0.55, -4.17], [-2.59, 3.99, -0.49], [-1.34, 2.80, -0.11], [-2.68, 2.75, 0.86], [-3.02, 1.38, -4.88], [-3.88, -0.11, -4.53], [-2.18, -0.02, -4.18], [5.89, 3.95, -1.08], [5.10, 4.00, 0.07], [3.87, 3.55, -0.04], [3.34, 3.02, -1.03], [3.32, 3.82, 1.12], [2.03, 3.37, 1.40], [5.95, 2.98, -1.59], [6.91, 4.22, -0.82], [5.53, 4.73, -1.74], [1.82, 2.30, 1.44], [1.44, 3.86, 0.62], [1.78, 3.86, 2.35], [2.15, -4.48, 1.09], [2.63, -3.43, 0.28], [2.25, -2.16, 0.81], [2.96, -0.93, 0.32], [4.38, -1.10, 0.56], [5.08, 0.05, 0.14], [6.59, 0.02, 0.58], [6.83, 0.19, 1.99], [8.06, -0.38, 2.43], [2.75, -4.60, 1.99], [2.44, -5.43, 0.64], [1.08, -4.50, 1.25], [2.23, -2.26, 1.89], [1.18, -2.05, 0.63], [2.57, -0.06, 0.86], [2.67, -0.82, -0.72], [4.57, 0.90, 0.61], [5.00, 0.11, -0.94], [7.07, 0.79, -0.02], [6.93, -0.91, 0.15], [8.02, -1.47, 2.40], [8.34, -0.10, 3.45], [8.83, -0.05, 1.74], [-4.03, -3.71, -0.63], [-3.06, -2.96, -1.35], [-3.49, -2.69, -2.68], [-4.00, -3.94, -3.45], [-5.29, -4.47, -3.13], [-6.41, -3.76, -3.53], [-7.67, -4.67, -3.27], [-8.73, -4.34, -4.19], [-9.88, -5.16, -3.98], [-4.07, -4.75, -0.97], [-5.06, -3.40, -0.78], [-3.82, -3.66, 0.44], [-2.71, -2.23, -3.29], [-4.27, -1.94, -2.56], [-3.28, -4.75, -3.35], [-3.98, -3.79, -4.53], [-6.42, -3.42, -4.57], [-6.41, -2.87, -2.90], [-7.90, -4.49, -2.22], [-7.49, -5.75, -3.29], [-10.53, -5.02, -4.85], [-10.46, -4.88, -3.10], [-9.65, -6.21, -4.11], [0.40, -1.88, -2.46], [0.44, -0.48, -2.09], [1.35, 0.34, -2.84], [0.73, 0.84, -4.15], [0.30, -0.15, -5.08], [0.00, 0.35, -6.36], [-0.70, -0.72, -7.24], [-1.99, -1.10, -6.77], [-2.56, -2.18, -7.46], [1.35, -2.43, -2.47], [-0.08, -2.03, -3.43], [-0.20, -2.44, -1.75], [2.23, -0.24, -3.12], [1.72, 1.12, -2.18], [1.55, 1.38, -4.62], [-0.01, 1.62, -3.98], [0.87, 0.57, -6.98], [-0.73, 1.16, -6.40], [0.02, -1.53, -7.23], [-0.73, -0.33, -8.25], [-3.52, -2.43, -6.99], [-1.95, -3.08, -7.42], [-2.76, -1.89, -8.49], [2.49, -1.64, 6.49], [1.54, -1.60, 5.46], [1.15, -0.30, 5.01], [2.14, 0.36, 4.04], [3.35, 0.78, 4.72], [4.38, 1.20, 3.82], [5.73, 1.52, 4.56], [5.54, 2.69, 5.36], [4.72, 2.54, 6.56], [3.42, -1.09, 6.33], [2.70, -2.69, 6.70], [2.02, -1.29, 7.41], [0.85, 0.41, 5.78], [0.24, -0.49, 4.43], [1.67, 1.21, 3.55], [2.38, -0.34, 3.24], [3.97, 2.03, 3.25], [4.63, 0.38, 3.15], [6.55, 1.74, 3.88], [6.13, 0.76, 5.23], [4.62, 3.47, 7.13], [4.98, 1.72, 7.23], [3.65, 2.43, 6.40], [-6.79, 0.73, 3.25], [-5.41, 0.95, 2.92], [-4.28, 1.20, 2.66], [-6.91, 1.18, 4.23], [-6.96, -0.35, 3.20], [-7.49, 1.17, 2.55], [-1.88, -0.72, 0.48], [-0.95, 0.00, 1.30], [-0.16, 0.61, 1.93], [-1.76, -1.80, 0.37], [-1.72, -0.23, -0.49], [-2.88, -0.36, 0.74]]}